Record 1
The following is a quantum chemistry calculation of a structure of composition C34H52BN7O4SbTi at a distorted geometry, from the OMol25 dataset.

**E_tot**: -85057.82376 eV
**Multiplicity**: 2
**HOMO energy (spin up / spin down)**: -7.28 / -8.25 eV
**Energy above the lowest of the compared OMol25 structures with the same formula, charge and spin**: 66.3 kJ/mol
**F_max**: 3.84 eV/Å
**Total charge**: 0
**⟨S²⟩**: 0.76
**LUMO level (spin up / spin down)**: -0.61 / -0.79 eV

Last column: Mulliken charge in e.
Positions of all 100 atoms, in Å:
Ti1 -0.514 -1.264 -0.015  -0.33
C1 3.349 -1.615 2.644  -1.64
C2 2.480 -0.353 2.631  3.84
C3 3.060 0.695 3.579  -1.88
C4 1.095 -0.736 3.030  -0.76
C5 0.676 -0.956 4.350  -1.05
C6 -0.616 -1.404 4.243  -0.88
N1 -0.939 -1.435 2.942  -0.21
N2 0.096 -1.016 2.188  1.52
B1 -2.126 -2.144 2.317  -0.46
N3 -2.883 -1.158 1.410  0.14
C7 -4.217 -1.122 1.306  -0.58
C8 -4.560 -0.174 0.372  -1.51
C9 -3.340 0.335 -0.082  -0.80
N4 -2.327 -0.257 0.567  1.21
C10 -3.180 1.391 -1.128  3.83
C11 -3.787 0.941 -2.462  -1.49
C12 -3.867 2.684 -0.684  -1.94
N5 -1.520 -3.318 1.514  0.54
C13 -1.912 -4.595 1.495  -0.50
C14 -1.103 -5.291 0.618  -1.32
C15 -0.222 -4.334 0.104  -0.07
N6 -0.477 -3.161 0.688  1.09
C16 0.813 -4.429 -0.982  2.23
C17 0.744 -5.774 -1.698  -2.11
C18 2.217 -4.173 -0.426  -0.95
H1 4.376 -1.370 2.382  0.46
H2 3.336 -2.071 3.632  0.42
H3 2.965 -2.333 1.925  0.23
H4 2.454 0.040 1.612  -2.11
H5 3.267 0.264 4.556  0.49
H6 3.994 1.082 3.183  0.39
H7 2.367 1.520 3.719  0.33
H8 1.246 -0.812 5.245  0.55
H9 -1.324 -1.688 4.996  0.50
H10 -2.872 -2.558 3.140  -0.11
H11 -4.838 -1.773 1.889  0.56
H12 -5.542 0.097 0.047  0.58
H13 -2.100 1.563 -1.256  -1.75
H14 -4.875 0.943 -2.409  0.40
H15 -3.484 1.618 -3.259  0.39
H16 -3.468 -0.064 -2.715  0.20
H17 -4.936 2.516 -0.564  0.42
H18 -3.468 3.036 0.263  0.40
H19 -3.723 3.458 -1.434  0.45
H20 -2.746 -4.929 2.079  0.52
H21 -1.151 -6.336 0.392  0.55
H22 0.587 -3.631 -1.711  -0.60
H23 0.986 -6.585 -1.014  0.40
H24 -0.252 -5.932 -2.099  0.46
H25 1.459 -5.798 -2.517  0.45
H26 2.505 -4.969 0.258  0.43
H27 2.940 -4.131 -1.237  0.41
H28 2.239 -3.216 0.093  -0.45
O1 3.053 -0.560 -1.590  -0.75
C19 1.865 -0.748 -1.399  0.23
O2 1.320 -1.089 -0.259  0.51
C20 0.837 -0.667 -2.462  0.06
C21 1.041 -0.491 -3.821  -0.74
C22 -0.013 -0.714 -4.699  -0.77
C23 -1.205 -1.233 -4.181  -0.73
C24 -1.339 -1.387 -2.820  -0.06
N7 -0.371 -1.018 -1.947  1.80
C25 -2.421 -2.148 -2.092  0.22
O3 -3.412 -2.580 -2.656  -0.79
O4 -2.107 -2.283 -0.859  -0.37
H29 2.024 -0.210 -4.168  0.63
H30 0.099 -0.559 -5.761  0.51
H31 -2.013 -1.557 -4.819  0.59
C26 -0.770 3.781 -2.293  -1.55
C27 0.645 3.432 -1.867  0.41
C28 1.425 2.848 -3.031  -1.42
Sb1 0.723 1.996 -0.133  -0.79
C29 2.784 2.682 0.542  1.26
C30 3.893 1.756 0.066  -1.54
C31 3.140 4.109 0.162  -1.83
C32 -0.471 3.247 1.303  1.76
C33 -0.203 4.740 1.312  -1.97
C34 -0.313 2.672 2.701  -1.28
H32 -0.752 4.621 -2.989  0.49
H33 -1.376 4.068 -1.438  0.21
H34 -1.242 2.942 -2.803  0.29
H35 1.139 4.337 -1.515  0.57
H36 0.884 2.006 -3.462  0.16
H37 2.406 2.496 -2.718  0.24
H38 1.563 3.594 -3.813  0.50
H39 2.706 2.621 1.630  0.05
H40 4.056 1.860 -1.004  0.39
H41 3.683 0.708 0.252  0.12
H42 4.826 2.008 0.573  0.45
H43 3.290 4.197 -0.910  0.34
H44 4.078 4.383 0.646  0.47
H45 2.385 4.821 0.477  0.31
H46 -1.501 3.079 0.977  -0.90
H47 0.730 4.955 1.826  0.39
H48 -1.001 5.259 1.847  0.44
H49 -0.156 5.146 0.306  0.37
H50 0.708 2.810 3.052  0.26
H51 -0.553 1.608 2.721  0.11
H52 -0.971 3.186 3.403  0.46

Record 2
The following is a quantum chemistry calculation of a cluster of 13 separate species, C34H98N4O22 in total at a distorted geometry, from the OMol25 dataset.

**E_tot**: -87840.83804 eV
**HOMO energy**: -8.81 eV
**Energy above the lowest of the compared OMol25 structures with the same formula, charge and spin**: 572.6 kJ/mol
**F_max**: 3.19 eV/Å
**Total charge**: 0
**LUMO level**: 0.07 eV

Last column: Mulliken charge in e.
Positions of all 158 atoms, in Å:
C1 -9.759 -26.919 -25.162  -1.35
C2 -9.135 -25.736 -24.417  0.60
C3 -8.860 -26.017 -22.934  -0.88
O1 -8.026 -25.022 -22.332  -0.22
C4 -7.489 -25.475 -21.086  -0.83
N1 -7.973 -25.485 -25.183  -0.74
H1 -9.164 -27.779 -24.855  0.37
H2 -9.645 -26.822 -26.242  0.38
H3 -10.804 -27.069 -24.891  0.32
H4 -9.747 -24.835 -24.459  0.31
H5 -8.269 -26.932 -22.882  0.33
H6 -9.720 -26.187 -22.285  0.35
H7 -8.126 -25.447 -20.202  0.30
H8 -6.638 -24.817 -20.907  0.26
H9 -6.982 -26.440 -21.097  0.36
H10 -7.597 -24.548 -25.179  0.19
H11 -8.221 -25.445 -26.162  0.24
C5 3.542 -22.877 -15.697  -1.30
C6 2.887 -23.594 -14.616  0.44
C7 1.492 -24.171 -14.987  -0.73
O2 0.426 -23.210 -15.279  -0.31
C8 0.117 -22.411 -14.181  -0.82
N2 3.834 -24.722 -14.269  -0.72
H12 3.642 -23.503 -16.583  0.35
H13 4.471 -22.371 -15.432  0.36
H14 2.888 -22.058 -16.000  0.29
H15 2.754 -22.977 -13.728  0.33
H16 1.138 -24.714 -14.111  0.37
H17 1.571 -24.906 -15.788  0.32
H18 0.954 -21.781 -13.878  0.31
H19 -0.136 -22.900 -13.240  0.34
H20 -0.647 -21.721 -14.537  0.26
H21 3.503 -25.380 -13.578  0.24
H22 3.997 -25.227 -15.129  0.27
C9 -6.233 -12.064 -8.994  -1.27
C10 -7.619 -12.340 -9.656  0.50
C11 -7.964 -13.858 -9.735  -0.80
O3 -7.099 -14.609 -10.670  -0.22
C12 -7.611 -15.926 -10.910  -0.75
N3 -8.579 -11.729 -8.840  -0.72
H23 -5.980 -11.004 -8.994  0.42
H24 -5.489 -12.473 -9.678  0.25
H25 -6.000 -12.454 -8.003  0.32
H26 -7.775 -11.914 -10.648  0.17
H27 -8.983 -13.937 -10.112  0.39
H28 -7.970 -14.307 -8.742  0.33
H29 -6.949 -16.430 -11.615  0.21
H30 -8.574 -15.845 -11.414  0.32
H31 -7.675 -16.498 -9.985  0.30
H32 -8.225 -10.887 -8.408  0.27
H33 -8.746 -12.291 -8.017  0.27
C13 1.790 -16.541 -17.482  -1.37
C14 2.636 -15.310 -17.280  0.31
C15 3.947 -15.321 -18.190  -0.70
O4 4.417 -13.986 -17.972  -0.27
C16 5.555 -13.552 -18.708  -0.71
N4 1.792 -14.153 -17.587  -0.62
H34 0.829 -16.457 -16.974  0.37
H35 2.179 -17.514 -17.180  0.34
H36 1.491 -16.681 -18.521  0.31
H37 2.903 -15.160 -16.234  0.30
H38 3.773 -15.402 -19.263  0.36
H39 4.801 -15.919 -17.872  0.42
H40 5.698 -12.480 -18.571  0.23
H41 5.357 -13.737 -19.763  0.29
H42 6.463 -14.000 -18.303  0.26
H43 0.930 -14.301 -17.081  0.24
H44 1.630 -14.254 -18.579  0.24
C17 -3.635 -12.511 -13.596  -0.37
C18 -3.069 -13.928 -13.153  -0.32
O5 -1.737 -14.274 -13.594  -0.50
O6 -2.823 -11.495 -13.018  -0.53
H45 -4.693 -12.359 -13.384  0.28
H46 -3.631 -12.381 -14.679  0.29
H47 -3.613 -14.818 -13.469  0.31
H48 -3.114 -14.013 -12.068  0.23
H49 -1.181 -14.074 -12.838  0.30
H50 -2.160 -11.236 -13.662  0.31
C19 -11.484 -22.953 -16.309  -0.16
C20 -12.001 -24.362 -16.445  -0.54
O7 -12.912 -24.814 -15.378  -0.51
O8 -12.490 -21.929 -16.620  -0.52
H51 -10.667 -22.798 -17.013  0.30
H52 -11.154 -22.871 -15.274  0.24
H53 -11.137 -25.016 -16.325  0.30
H54 -12.428 -24.616 -17.415  0.31
H55 -13.719 -24.311 -15.506  0.30
H56 -13.283 -22.076 -16.098  0.27
C21 -9.804 -18.659 -19.751  -0.47
C22 -9.651 -19.883 -20.679  -0.30
O9 -8.305 -20.439 -20.778  -0.48
O10 -9.632 -19.046 -18.351  -0.50
H57 -10.835 -18.313 -19.821  0.29
H58 -9.129 -17.840 -19.999  0.32
H59 -10.015 -19.588 -21.663  0.32
H60 -10.312 -20.690 -20.365  0.30
H61 -8.243 -21.202 -21.357  0.27
H62 -10.346 -19.600 -18.029  0.26
C23 -4.998 -19.076 -16.305  -0.34
C24 -4.365 -19.679 -17.593  -0.34
O11 -4.955 -19.053 -18.723  -0.44
O12 -6.196 -19.762 -15.951  -0.48
H63 -5.128 -17.996 -16.368  0.22
H64 -4.341 -19.149 -15.438  0.34
H65 -4.468 -20.764 -17.569  0.25
H66 -3.310 -19.411 -17.533  0.29
H67 -5.657 -19.644 -19.006  0.24
H68 -6.961 -19.406 -16.409  0.26
C25 -2.165 -13.278 -21.210  -0.53
C26 -3.079 -14.140 -20.292  -0.19
O13 -3.425 -15.315 -20.961  -0.49
O14 -0.802 -13.713 -21.294  -0.51
H69 -2.094 -12.251 -20.851  0.33
H70 -2.537 -13.051 -22.209  0.33
H71 -3.863 -13.496 -19.893  0.28
H72 -2.533 -14.378 -19.378  0.21
H73 -3.611 -16.059 -20.385  0.29
H74 -0.720 -14.439 -21.917  0.29
C27 -9.909 -13.933 -16.821  -0.37
C28 -8.581 -13.444 -16.179  -0.34
O15 -7.982 -12.550 -17.018  -0.54
O16 -10.892 -12.907 -16.683  -0.54
H75 -10.203 -14.832 -16.279  0.33
H76 -9.760 -14.139 -17.881  0.28
H77 -7.944 -14.329 -16.143  0.30
H78 -8.816 -13.009 -15.208  0.26
H79 -8.554 -11.806 -17.221  0.32
H80 -11.749 -13.197 -17.003  0.29
C29 -3.191 -26.726 -16.792  -0.22
C30 -2.987 -28.242 -16.992  -0.43
O17 -3.595 -28.992 -15.978  -0.50
O18 -2.414 -25.966 -17.723  -0.53
H81 -2.935 -26.392 -15.786  0.29
H82 -4.227 -26.410 -16.914  0.22
H83 -1.932 -28.467 -16.836  0.24
H84 -3.238 -28.427 -18.037  0.30
H85 -4.477 -29.132 -16.329  0.31
H86 -1.911 -25.272 -17.291  0.31
C31 -5.692 -22.913 -11.050  -0.24
C32 -6.681 -23.088 -12.182  -0.38
O19 -5.993 -23.105 -13.406  -0.47
O20 -6.349 -22.820 -9.805  -0.53
H87 -5.197 -21.964 -11.256  0.22
H88 -4.851 -23.606 -11.027  0.29
H89 -7.433 -22.299 -12.175  0.30
H90 -7.143 -24.074 -12.148  0.23
H91 -6.171 -22.224 -13.743  0.26
H92 -5.809 -22.302 -9.204  0.31
C33 -3.524 -20.375 -23.996  -0.27
C34 -4.406 -21.458 -24.670  -0.34
O21 -5.767 -21.123 -24.755  -0.51
O22 -3.571 -18.992 -24.442  -0.54
H93 -2.481 -20.680 -23.902  0.30
H94 -3.852 -20.241 -22.966  0.19
H95 -4.321 -22.357 -24.059  0.28
H96 -4.083 -21.714 -25.679  0.29
H97 -5.828 -20.305 -25.253  0.29
H98 -3.500 -18.376 -23.709  0.31

Record 3
The following is a quantum chemistry calculation of a structure of composition C38H79AsF6HgNO16S8 at a distorted geometry, from the OMol25 dataset.

**E_tot**: -242927.79494 eV
**HOMO energy**: -10.66 eV
**F_max**: 3.31 eV/Å
**Total charge**: +1
**LUMO level**: -5.73 eV

Last column: Mulliken charge in e.
Positions of all 150 atoms, in Å:
Hg1 -1.277 -4.417 2.230  1.41
As1 0.532 -1.628 -0.369  1.73
F1 0.431 -3.031 -1.510  -0.63
F2 -0.600 -2.498 0.737  0.99
F3 0.641 -0.157 0.674  0.24
F4 1.668 -0.863 -1.572  -0.67
F5 -0.886 -0.875 -1.149  -0.01
F6 1.966 -2.250 0.439  -0.70
C1 0.406 2.635 2.594  1.97
C2 -0.262 3.961 3.052  -1.08
N1 0.214 4.265 4.385  0.29
C3 1.687 4.419 4.478  -0.21
C4 2.358 5.448 3.571  -0.92
C5 -0.516 5.476 4.739  -0.50
C6 -0.303 5.790 6.239  -1.37
H1 1.480 2.787 2.496  -0.15
H2 0.033 2.278 1.634  -0.76
H3 0.403 1.825 3.324  -0.95
H4 -0.147 4.730 2.288  0.25
H5 -1.323 3.761 3.199  0.46
H6 1.994 4.675 5.493  0.58
H7 2.247 3.485 4.433  -0.31
H8 2.058 6.453 3.871  0.34
H9 3.446 5.477 3.623  0.46
H10 2.089 5.298 2.525  -0.02
H11 -1.559 5.158 4.716  0.44
H12 -0.333 6.374 4.150  0.38
H13 -1.086 6.434 6.639  0.43
H14 0.556 6.459 6.302  0.32
H15 -0.189 4.940 6.911  0.30
C7 -3.967 1.404 -2.113  1.16
C8 -5.357 1.874 -2.613  -1.06
C9 -5.370 1.801 -4.157  -0.86
S1 -4.365 0.290 -4.618  1.23
O1 -3.418 0.666 -5.644  -0.66
O2 -5.200 -0.855 -4.822  -0.70
C10 -3.636 0.143 -2.918  0.84
H16 -4.131 1.167 -1.061  -0.76
H17 -3.135 2.107 -2.124  -0.17
H18 -5.555 2.920 -2.378  0.47
H19 -6.120 1.220 -2.191  0.32
H20 -4.834 2.714 -4.418  0.33
H21 -6.309 1.784 -4.711  0.50
H22 -2.574 -0.063 -3.050  -0.70
H23 -4.099 -0.701 -2.406  -0.05
C11 -3.421 -3.745 -3.307  -0.62
C12 -4.473 -4.647 -2.543  -0.66
C13 -3.713 -5.788 -1.775  -0.95
S2 -1.992 -5.105 -1.422  1.01
O3 -0.930 -5.886 -2.097  -0.70
O4 -1.926 -4.743 0.009  -0.50
C14 -2.243 -3.513 -2.346  0.87
H24 -3.947 -2.844 -3.621  0.06
H25 -2.950 -4.224 -4.165  0.56
H26 -5.293 -4.970 -3.185  0.51
H27 -4.935 -3.925 -1.870  0.19
H28 -3.509 -6.650 -2.411  0.41
H29 -4.305 -6.078 -0.907  0.39
H30 -1.373 -3.159 -2.899  0.09
H31 -2.652 -2.724 -1.716  -0.79
C15 -3.191 1.156 1.906  0.41
C16 -4.632 0.727 2.285  -1.01
C17 -4.787 -0.796 2.417  -0.88
S3 -3.357 -1.531 1.357  0.77
O5 -3.750 -1.608 -0.054  -0.52
O6 -2.748 -2.676 2.054  -0.86
C18 -2.303 -0.066 1.551  0.77
H32 -2.686 1.843 2.586  0.04
H33 -3.278 1.768 1.008  -0.21
H34 -5.264 1.048 1.456  0.30
H35 -5.050 1.350 3.076  0.51
H36 -5.708 -1.366 2.297  0.56
H37 -4.636 -1.092 3.455  0.40
H38 -1.610 0.202 0.753  -0.86
H39 -1.773 -0.379 2.450  -0.04
C19 2.281 0.101 4.295  -0.22
C20 1.156 0.191 5.340  -0.36
C21 0.557 -1.212 5.519  -1.08
S4 1.027 -2.220 4.080  0.72
O7 -0.227 -2.745 3.404  -0.53
O8 2.066 -3.148 4.436  -0.67
C22 1.732 -0.813 3.224  1.51
H40 3.133 -0.422 4.730  0.60
H41 2.595 1.057 3.876  -0.35
H42 0.414 0.955 5.106  0.05
H43 1.621 0.558 6.255  0.55
H44 -0.523 -1.066 5.497  0.37
H45 0.868 -1.792 6.387  0.45
H46 0.889 -0.434 2.647  -1.40
H47 2.371 -1.123 2.397  0.07
C23 4.513 -5.240 0.780  -0.85
C24 3.968 -4.690 -0.486  0.14
C25 2.566 -5.430 -0.749  -0.53
S5 1.845 -5.879 0.950  0.76
O9 1.769 -7.346 1.033  -0.71
O10 0.709 -4.968 1.263  -0.45
C26 3.349 -5.213 1.798  0.03
H48 5.409 -4.722 1.121  0.41
H49 4.794 -6.293 0.755  0.36
H50 4.640 -4.788 -1.339  0.50
H51 3.683 -3.650 -0.331  -0.30
H52 2.881 -6.440 -1.011  0.53
H53 1.726 -5.032 -1.317  -0.04
H54 3.554 -5.641 2.779  0.52
H55 3.014 -4.195 1.996  -0.40
C27 1.437 2.802 -2.392  -0.84
C28 1.802 4.145 -1.620  -0.53
C29 0.493 4.752 -1.099  0.00
S6 -0.923 3.718 -1.576  1.08
O11 -1.483 4.167 -2.849  -0.72
O12 -1.782 3.531 -0.403  -0.59
C30 0.097 2.283 -1.785  1.26
H56 2.243 2.092 -2.573  0.28
H57 1.240 3.107 -3.420  0.58
H58 2.313 4.876 -2.247  0.47
H59 2.479 3.933 -0.793  -0.03
H60 0.214 5.783 -1.315  0.55
H61 0.500 4.792 -0.009  -0.45
H62 -0.356 1.401 -2.237  -0.19
H63 0.407 1.929 -0.802  -0.97
C31 -1.051 -1.922 -5.622  -0.67
C32 -0.464 -0.791 -4.744  1.73
C33 0.997 -0.582 -5.096  -0.94
S7 1.129 -0.991 -6.872  1.21
O13 2.215 -1.972 -7.031  -0.69
O14 1.066 0.233 -7.690  -0.68
C34 -0.486 -1.747 -7.075  -0.96
H64 -2.107 -1.664 -5.704  0.03
H65 -0.820 -2.914 -5.234  0.45
H66 -0.490 -1.114 -3.703  -1.55
H67 -1.073 0.100 -4.894  0.42
H68 1.659 -1.263 -4.560  0.35
H69 1.402 0.414 -4.919  0.36
H70 -0.411 -2.695 -7.606  0.47
H71 -1.064 -0.963 -7.565  0.42
C35 5.847 1.804 -0.833  -0.87
C36 4.673 0.792 -0.750  -0.43
C37 3.894 1.042 0.533  0.93
S8 4.955 2.115 1.692  1.16
O15 5.101 1.512 3.026  -0.70
O16 4.409 3.474 1.545  -0.57
C38 6.442 1.906 0.638  -0.83
H72 5.542 2.740 -1.299  0.29
H73 6.580 1.454 -1.559  0.48
H74 5.045 -0.230 -0.831  0.30
H75 4.066 0.847 -1.654  0.06
H76 3.814 0.073 1.026  -0.17
H77 2.918 1.459 0.286  -0.54
H78 6.898 0.981 0.990  0.34
H79 7.035 2.773 0.929  0.51